A cluster of 7 separate species, C22H38BBr15IO2 in total in a non-equilibrium geometry, computed with the ωB97M-V functional and the def2-TZVPD basis.

Geometry as XYZ:
```
79
Properties=species:S:1:pos:R:3:forces:R:3
C -4.732305 -6.997031 4.226613 0.96 6.42 -2.49
C -4.599651 -5.713226 3.914255 -1.54 -6.31 0.49
C -4.686273 -4.236517 3.217975 -0.41 -1.11 0.99
C -3.986805 -4.349907 1.764559 0.70 0.03 0.76
Br -2.231463 -5.254884 2.233489 0.24 -0.12 -0.10
O -3.511998 -3.156344 1.093348 -2.81 -8.84 2.11
B -3.801663 -3.446700 -0.340448 -1.32 1.59 -3.21
C -2.575566 -3.444288 -1.434452 1.59 -1.46 -1.46
C -1.797728 -4.847319 -1.598249 -0.66 -1.99 -0.46
C -2.392405 -6.149486 -1.713100 0.89 1.88 -0.20
O -4.847320 -4.473294 -0.499306 1.20 -2.87 2.74
C -4.701991 -5.342516 0.648065 1.33 1.94 -0.73
I -6.756390 -6.007985 0.995883 0.61 -0.09 0.18
H -4.699766 -8.156047 4.198379 -0.07 2.89 0.37
H -4.172553 -3.511691 3.946869 -0.58 -0.98 -1.49
H -5.811707 -3.952227 3.138397 1.98 -0.56 0.02
H -4.400699 -2.454730 -0.657190 -0.59 -0.25 -0.77
H -1.801774 -2.607956 -1.203305 -1.24 -1.54 -0.55
H -3.056153 -3.212289 -2.473599 0.73 -0.25 1.79
H -0.634582 -4.794382 -1.675330 -2.08 -0.28 0.92
H -3.472907 -6.313482 -2.114439 1.82 0.56 1.43
H -1.808826 -7.126774 -1.460975 -0.76 1.99 -0.99
H -3.929719 -6.207025 0.608646 -1.88 0.97 -0.52
Br -3.177231 -1.273946 0.756461 1.52 7.76 1.52
C -3.052287 0.663556 0.498871 0.28 -0.27 -0.13
C -2.203517 1.005344 -0.702607 -0.39 0.59 0.05
Br -0.302801 0.801994 -0.309211 0.15 -0.03 -0.11
H -2.670827 1.085537 1.430411 0.00 0.23 -0.31
H -4.082118 0.997285 0.348511 0.13 0.14 -0.13
H -2.324482 2.056675 -0.975069 0.12 -0.58 -0.07
H -2.416520 0.382201 -1.573288 0.06 -0.04 0.22
Br 2.554966 0.374572 4.632469 -0.01 0.01 -0.09
C 1.992995 1.831202 3.464621 0.20 0.04 0.10
C 0.727000 2.480034 3.968704 -0.32 0.05 -0.18
Br -0.834085 1.382665 3.574618 0.13 0.03 0.21
H 1.894803 1.414892 2.460781 -0.11 0.08 0.20
H 2.821819 2.542192 3.478805 -0.12 -0.04 0.01
H 0.547444 3.425314 3.452263 0.11 -0.11 0.01
H 0.730140 2.654721 5.045779 0.11 -0.08 -0.19
Br 2.880691 3.160063 0.018078 -0.07 -0.02 -0.02
C 2.969158 2.589903 -1.844356 0.22 -0.06 0.04
C 2.831973 3.764192 -2.781730 -0.13 -0.06 -0.27
Br 0.978419 4.353164 -2.908612 0.19 0.06 0.07
H 2.195538 1.832410 -1.982863 0.03 0.21 0.04
H 3.950908 2.123962 -1.952583 -0.08 0.11 -0.03
H 3.109862 3.479849 -3.798451 0.01 -0.03 0.17
H 3.421705 4.630357 -2.477900 -0.07 -0.24 0.07
Br 6.430631 5.286405 -1.232312 -0.04 -0.08 -0.03
C 6.612061 4.036125 0.252659 -0.01 0.16 0.12
C 7.949873 3.338734 0.220123 0.04 -0.22 0.03
Br 7.985318 1.940904 -1.138113 0.04 0.12 0.01
H 5.765273 3.350352 0.196669 0.19 0.10 0.00
H 6.518762 4.648091 1.152066 0.05 -0.09 -0.10
H 8.137501 2.822788 1.163832 -0.10 0.10 -0.09
H 8.782503 4.010905 0.006981 -0.21 -0.07 0.01
Br -2.426701 7.811146 0.369884 0.09 -0.03 -0.06
C -2.246507 7.185616 -1.467840 -0.15 0.24 -0.01
C -3.002997 5.897613 -1.684800 0.15 -0.25 -0.08
Br -2.042731 4.378074 -0.931407 -0.16 0.59 0.06
H -1.177996 7.098417 -1.671197 -0.20 -0.11 0.05
H -2.664612 7.985664 -2.082233 0.02 -0.13 0.05
H -3.090499 5.677980 -2.750807 0.04 0.10 0.11
H -3.997675 5.899725 -1.236363 0.21 0.11 -0.05
Br 3.621478 5.704026 -5.769586 0.10 0.02 0.05
C 4.250449 6.772887 -4.265611 -0.30 0.01 -0.09
C 5.126503 7.910461 -4.730054 0.22 0.08 0.15
Br 6.910227 7.281788 -5.202598 -0.09 0.04 -0.04
H 4.755421 6.091028 -3.579587 0.02 0.18 -0.16
H 3.344318 7.154333 -3.790081 0.11 0.00 -0.05
H 5.283200 8.629299 -3.923309 -0.07 -0.13 -0.05
H 4.730890 8.431586 -5.603126 0.01 -0.18 0.16
Br 0.556222 -7.467033 3.038757 -0.05 -0.11 -0.07
C -0.861877 -8.783598 2.808741 0.05 0.17 0.21
C -0.297124 -10.171916 2.630474 -0.13 -0.15 -0.12
Br 0.411021 -10.422629 0.831353 0.06 -0.02 0.09
H -1.469845 -8.452080 1.965261 0.13 -0.07 0.12
H -1.455237 -8.724160 3.723470 0.06 -0.04 -0.12
H -1.083010 -10.922952 2.733358 0.05 0.14 -0.01
H 0.511853 -10.401616 3.325611 -0.14 0.14 -0.12
```
Forces are in eV/Å.

HOMO level = -4.445 eV
orbital gap = 5.912 eV
ΔE to the lowest compared entry with this formula, charge and spin = 500.6 kJ/mol
net charge = -1